[1]
Here is C28H56O30S3Y as an isolated structure in a non-equilibrium geometry from OMol25. Energies are from ωB97M-V with the def2-TZVPD basis set.

Each line ends with the Löwdin charge.
Positions of all 118 atoms, in Å:
Y -0.8501 1.9558 0.8269  1.73
S -0.3220 -0.6787 -0.2929  0.29
O -0.2051 0.7277 -0.7995  -0.45
O -1.2598 -1.4860 -1.0235  -0.29
O 0.9603 -1.3199 -0.1518  -0.28
O -0.8370 -0.2493 1.0474  -0.42
C -5.0540 5.3853 0.1057  -0.05
C -3.8555 4.6145 -0.4467  -0.18
O -4.3466 3.4967 -1.2130  0.08
C -3.5870 2.4198 -1.3516  -0.55
O -2.5836 2.1568 -0.7072  -0.02
O -4.0682 1.7114 -2.3305  0.07
C -3.2237 0.7085 -2.9431  0.03
H -5.6244 6.0269 -0.5655  0.09
H -4.5404 6.1606 0.6899  0.09
H -5.7324 4.7507 0.6693  0.08
H -3.2954 4.2311 0.4059  0.09
H -3.3263 5.3129 -1.0931  0.14
H -2.1800 0.9268 -2.7167  0.09
H -3.3745 0.7602 -4.0171  0.11
H -3.4851 -0.2667 -2.5387  0.10
C 2.7810 -3.9757 0.7039  -0.06
C 2.8846 -4.0300 -0.7946  -0.21
O 4.1385 -4.5116 -1.2989  0.05
C 5.2751 -3.8062 -1.2856  -0.60
O 6.2982 -4.1879 -1.7402  0.16
O 5.0619 -2.6435 -0.6309  -0.04
C 6.2090 -1.8628 -0.3184  -0.02
H 3.5099 -3.3429 1.2047  0.06
H 2.9208 -4.9443 1.1909  0.09
H 1.7486 -3.6981 0.9249  0.07
H 2.5890 -3.1157 -1.3174  0.11
H 2.1555 -4.7155 -1.2319  0.12
H 5.9091 -0.8680 0.0201  0.09
H 6.7167 -1.5508 -1.2353  0.08
H 6.8070 -2.3843 0.4221  0.11
C -3.9919 3.2301 4.9911  -0.04
C -4.3167 3.4322 3.5246  -0.19
O -4.9167 2.2503 2.9720  0.08
C -4.1603 1.3464 2.3852  -0.57
O -3.0309 1.5225 1.9722  0.02
O -4.7519 0.1894 2.3848  0.07
C -4.0316 -0.9609 2.0089  -0.03
H -4.7962 2.7360 5.5374  0.10
H -3.9284 4.1941 5.5007  0.09
H -3.0532 2.6965 5.1479  0.06
H -3.4648 3.8503 2.9901  0.11
H -5.0973 4.1908 3.5133  0.13
H -3.0307 -1.0746 2.4327  0.09
H -3.9939 -1.0488 0.9230  0.11
H -4.5063 -1.8629 2.3995  0.11
C 3.5095 5.1189 -0.3079  -0.03
C 2.5893 3.8734 -0.2978  -0.19
O 3.3413 2.6902 -0.0292  0.06
C 2.7670 1.7360 0.6822  -0.59
O 1.6133 1.7509 1.0588  0.00
O 3.6384 0.7691 0.7828  0.06
C 3.2436 -0.4278 1.4846  0.00
H 4.4653 4.9429 0.1862  0.09
H 2.9524 5.9480 0.1107  0.08
H 3.8769 5.2303 -1.3303  0.08
H 2.0002 3.7415 -1.2053  0.12
H 1.9457 4.0294 0.5753  0.10
H 3.0818 -1.2642 0.8180  0.06
H 2.3703 -0.2836 2.1161  0.10
H 4.1043 -0.6288 2.1233  0.11
C -3.0903 -0.7038 5.8503  -0.03
C -1.8721 0.2127 5.9182  -0.18
O -1.5006 0.5944 4.5866  0.09
C -0.6428 1.4872 4.2572  -0.55
O -0.3505 1.7999 3.1175  0.00
O -0.1378 2.1012 5.3551  0.02
C 0.8189 3.1329 5.1106  -0.02
H -4.0355 -0.1639 5.9024  0.08
H -3.0248 -1.4926 6.5934  0.09
H -3.1451 -1.1561 4.8565  0.07
H -1.0887 -0.2179 6.5371  0.14
H -2.2220 1.0432 6.5357  0.12
H 0.4134 4.0711 4.7390  0.10
H 1.6309 2.8360 4.4431  0.10
H 1.3304 3.2743 6.0604  0.11
C 2.2230 1.4987 -3.8180  -0.03
C 2.6411 0.5797 -2.6808  -0.18
O 4.0504 0.3885 -2.5941  0.06
C 4.5766 -0.6963 -3.1131  -0.60
O 3.9735 -1.5714 -3.6916  0.13
O 5.9078 -0.6714 -2.9969  -0.03
C 6.6245 -1.6641 -3.7087  -0.03
H 1.4016 1.1364 -4.4281  0.06
H 3.0628 1.8475 -4.4249  0.09
H 1.9098 2.4877 -3.4563  0.06
H 2.2088 -0.4108 -2.8005  0.10
H 2.3109 1.0575 -1.7658  0.09
H 7.6997 -1.5360 -3.6133  0.11
H 6.3923 -1.6425 -4.7741  0.11
H 6.3568 -2.6334 -3.2812  0.08
C -1.5369 -2.2095 -4.1005  -0.18
C -0.0729 -1.8521 -4.3004  -0.15
O -0.1542 -0.6182 -5.0321  -0.21
S -1.2604 -0.8473 -6.1910  0.66
O -0.7706 -1.7514 -7.1988  -0.21
O -1.8555 0.4074 -6.5385  -0.22
O -2.2503 -1.7288 -5.2334  -0.19
H -1.9216 -1.6230 -3.2587  0.07
H -1.8225 -3.2107 -3.7783  0.14
H 0.4565 -2.5273 -4.9783  0.13
H 0.4801 -1.9034 -3.3650  0.12
C -2.6412 -4.1944 -0.7117  -0.20
C -1.2061 -4.4618 -0.3928  -0.19
O -1.3023 -5.7128 0.3303  -0.19
S -2.2290 -6.6647 -0.6442  0.66
O -2.9121 -7.5902 0.2086  -0.22
O -1.4687 -7.1536 -1.7453  -0.22
O -3.2138 -5.4499 -1.0782  -0.18
H -2.7533 -3.4140 -1.4679  0.10
H -3.2878 -3.7847 0.0695  0.13
H -0.8032 -3.7483 0.3195  0.12
H -0.5396 -4.5752 -1.2467  0.13

Its charge is +1. The HOMO energy is -12.19 eV. The gap between HOMO and LUMO is 8.0354 eV. The LUMO energy comes out at -4.16 eV.

=====

[2]
Here is C28H56OsP2Si as an isolated structure in a non-equilibrium geometry from OMol25. Energies are from ωB97M-V with the def2-TZVPD basis set.

Each line ends with the Mulliken spin population.
Positions of all 88 atoms, in Å:
Os 1.9268 -0.9999 -0.2448  0.76
C 0.8595 0.0481 2.4847  0.25
C 2.1243 -0.1676 1.7026  0.21
C 1.1303 1.9226 1.2081  -0.03
C 0.3099 1.2865 2.1740  0.11
C 2.2576 1.1018 0.9323  0.24
C 0.4554 -0.7576 3.6662  -0.06
H 0.9619 -1.7283 3.6985  0.00
H -0.6409 -0.8902 3.6477  0.02
H 0.6955 -0.2690 4.6321  0.02
C -0.8143 1.9471 2.8906  0.03
H -1.3340 1.2552 3.5630  0.00
H -1.5562 2.3629 2.2113  0.01
H -0.4515 2.7655 3.5173  0.00
C 0.9383 3.3164 0.7134  0.06
H 1.5328 4.0369 1.2864  0.02
H -0.1094 3.6167 0.8210  -0.03
H 1.2389 3.4124 -0.3370  0.00
C 3.5399 1.6512 0.4231  0.00
H 4.1445 2.0440 1.2549  0.01
H 3.3474 2.4817 -0.2693  0.00
H 4.1499 0.8929 -0.0894  0.01
C 3.3017 -0.7611 2.4077  0.06
H 3.5976 -0.0822 3.2179  0.00
H 4.1409 -0.8824 1.7237  0.00
H 3.0640 -1.7290 2.8578  -0.01
C 0.6002 -2.4407 -0.7392  -0.07
C 1.1556 -2.5752 0.6196  0.13
C 2.2264 -3.5907 0.8730  0.05
C 3.6397 -3.1916 0.3542  0.03
C 3.6166 -1.9100 -0.4727  0.09
C 2.9468 -1.9434 -1.7606  -0.06
C 2.3515 -3.2215 -2.3227  0.02
C 0.9379 -3.4817 -1.7874  0.01
H 1.9271 -4.5465 0.4260  0.00
H 4.0805 -4.0262 -0.2134  0.00
H 2.3014 -3.7031 1.9569  0.00
H 0.8549 -4.5117 -1.4008  0.00
H -0.4520 -2.1537 -0.8184  0.11
H 0.4323 -2.4200 1.4274  -0.02
H 0.1967 -3.4322 -2.6032  0.00
H 2.3002 -3.1258 -3.4142  0.00
H 3.3248 -1.2858 -2.5386  -0.01
H 2.9794 -4.0994 -2.0828  0.00
H 4.3089 -3.0215 1.2051  -0.01
H 4.5153 -1.3043 -0.4504  0.01
P -2.6246 -1.6234 1.0404  0.61
C -3.8073 -0.9508 2.2372  0.05
H -4.4973 -1.7645 2.5020  0.03
H -4.3258 -0.0965 1.7782  0.00
H -3.2300 -0.5910 3.1073  -0.01
C -3.5636 -2.0111 -0.4782  0.08
H -4.4144 -2.6550 -0.2163  0.03
H -2.8884 -2.5319 -1.1743  -0.01
H -3.8951 -1.0725 -0.9498  -0.01
C -2.2789 -3.2929 1.7054  0.07
H -1.6032 -3.8288 1.0191  0.00
H -3.2388 -3.8218 1.8025  0.03
H -1.7756 -3.1929 2.6806  -0.01
P 0.1437 0.6915 -2.5539  0.11
C 1.9259 1.0246 -2.8378  0.06
H 2.1879 0.7240 -3.8644  0.01
H 2.5351 0.4460 -2.1085  -0.02
H 2.1573 2.0882 -2.6621  0.00
C -0.2095 -0.7731 -3.6059  0.03
H 0.5969 -1.5178 -3.6175  0.00
H -0.3993 -0.4114 -4.6229  0.00
H -1.1163 -1.2482 -3.2044  0.00
C -0.6017 2.0176 -3.5293  -0.01
H -0.4086 1.8061 -4.5886  0.00
H -0.1506 2.9746 -3.2334  0.00
H -1.6818 2.0270 -3.3136  0.00
C -2.9439 4.0890 1.1602  0.00
Si -2.7411 3.1181 -0.4448  -0.04
C -4.4294 2.6933 -1.1614  0.05
C -1.8266 4.3173 -1.5666  0.03
C -1.9786 1.3961 -0.3005  0.40
H -3.5012 5.0052 0.9088  0.00
H -2.0016 4.4161 1.6090  0.00
H -3.5236 3.5411 1.9121  0.00
H -5.0464 3.5896 -1.3164  0.01
H -4.3198 2.1751 -2.1265  0.00
H -4.9585 2.0169 -0.4728  0.00
H -0.7466 4.3128 -1.3788  -0.01
H -1.9858 4.1029 -2.6292  0.00
H -2.1794 5.3463 -1.3929  0.00
H -1.6902 0.8912 0.6588  0.50
H -2.0184 0.6834 -1.1224  0.06

Its charge is +2. As for the spin multiplicity: 5. The HOMO energy (spin up / spin down) is -13.05 / -13.41 eV. The gap between HOMO and LUMO (spin up / spin down) is 7.0721 / 4.0367 eV. The LUMO energy (spin up / spin down) comes out at -5.98 / -9.38 eV.

=====

[3]
Here is a 3-piece molecular cluster, C28H57B2BrN2O5 overall from OMol25. Energies are from ωB97M-V with the def2-TZVPD basis set.

Each line ends with the Mulliken spin population.
Positions of all 95 atoms, in Å:
C 6.5655 -0.1441 3.6647  0.00
C 5.8360 0.6497 2.5930  0.00
O 5.2909 -0.1427 1.5225  0.00
C 4.2981 -1.0137 1.8759  0.00
O 4.5157 -2.0017 2.5012  0.00
C 2.9587 -0.6152 1.3318  0.00
C 1.7929 -1.3761 1.9627  0.00
C 0.4281 -0.8964 1.4200  0.00
B -0.7252 -1.3373 2.4033  0.00
B -1.1367 -2.9552 2.7187  0.00
C -0.1840 -3.8485 3.6119  0.00
O -2.2810 -3.5007 2.1985  0.00
C -1.4442 -0.1656 3.1643  0.00
Br -2.3230 -0.7965 4.8041  0.00
C -2.4012 0.5029 2.1445  0.00
C -3.6552 1.1746 2.7102  0.00
H 5.8826 -0.6430 4.3558  0.00
H 7.2095 -0.8991 3.2059  0.00
H 7.1953 0.5432 4.2390  0.00
H 5.0309 1.2578 3.0312  0.00
H 6.5242 1.3401 2.0982  0.00
H 2.9938 -0.8297 0.2534  0.00
H 2.8402 0.4692 1.4368  0.00
H 1.9111 -2.4432 1.7475  0.00
H 1.8504 -1.2910 3.0555  0.00
H 0.4369 0.1936 1.2885  0.00
H 0.2669 -1.3510 0.4320  0.00
H -0.6542 -4.7974 3.9052  0.00
H 0.7091 -4.1015 3.0242  0.00
H 0.1721 -3.3403 4.5127  0.00
H -2.4191 -4.4073 2.5101  0.00
H -0.7052 0.5661 3.5064  0.00
H -1.8002 1.2730 1.6456  0.00
H -2.6968 -0.2226 1.3738  0.00
H -4.4157 0.4361 2.9739  0.00
H -4.0879 1.8265 1.9457  0.00
H -3.4115 1.7701 3.5953  0.00
C -5.8439 -3.0396 -1.0686  0.02
C -6.3882 -2.4160 0.2230  0.02
C -7.7171 -3.0565 0.6305  0.03
C -8.8740 -2.6784 -0.2917  -0.02
C -9.0183 -1.1617 -0.3988  0.03
C -7.7230 -0.4414 -0.7904  -0.01
N -6.6123 -0.9367 0.0886  0.41
O -6.5269 -0.3063 1.1997  0.54
C -7.4078 -0.6404 -2.2779  0.03
C -7.8665 1.0560 -0.5467  0.00
C -5.3403 -2.6305 1.3067  -0.04
H -5.4160 -4.0135 -0.8300  0.00
H -6.5982 -3.2056 -1.8313  0.00
H -5.0530 -2.4201 -1.4926  -0.01
H -7.9557 -2.7372 1.6496  0.00
H -7.5818 -4.1406 0.6581  0.00
H -8.7397 -3.1221 -1.2819  0.00
H -9.8011 -3.0976 0.1031  0.00
H -9.7842 -0.9028 -1.1341  0.00
H -9.3562 -0.7694 0.5651  0.00
H -6.4020 -0.2859 -2.5067  -0.01
H -8.1144 -0.0559 -2.8674  0.00
H -7.4935 -1.6694 -2.6113  0.00
H -8.1823 1.2725 0.4697  0.00
H -8.6149 1.4495 -1.2364  0.00
H -6.9228 1.5716 -0.7267  0.00
H -4.3996 -2.1462 1.0468  0.01
H -5.1534 -3.7005 1.4028  0.00
H -5.6629 -2.2480 2.2709  0.01
C 5.3221 1.1226 -1.5437  0.05
C 5.1945 2.6321 -1.7770  -0.03
C 4.0789 2.9495 -2.7759  0.04
C 4.4275 2.5482 -4.2079  -0.02
C 5.7460 3.1812 -4.6511  0.03
C 6.9122 2.9221 -3.6901  -0.01
N 6.4630 3.2409 -2.2953  0.42
O 6.6050 4.4730 -1.9797  0.53
C 7.4184 1.4797 -3.8128  0.02
C 8.0757 3.8486 -4.0212  0.00
C 4.8909 3.2716 -0.4272  0.00
H 4.5132 0.8016 -0.8893  0.00
H 5.2514 0.5264 -2.4487  0.00
H 6.2594 0.8821 -1.0424  -0.03
H 3.8831 4.0258 -2.7467  0.00
H 3.1660 2.4483 -2.4436  0.00
H 4.4729 1.4602 -4.3036  0.00
H 3.6311 2.8771 -4.8780  0.00
H 6.0330 2.8109 -5.6383  0.00
H 5.6059 4.2624 -4.7446  0.00
H 8.1151 1.2488 -3.0061  -0.01
H 7.9496 1.3738 -4.7590  0.00
H 6.6291 0.7354 -3.8079  0.00
H 7.7697 4.8904 -4.0466  0.00
H 8.4672 3.5754 -5.0024  0.00
H 8.8751 3.7468 -3.2871  0.00
H 5.7018 3.0873 0.2789  -0.01
H 3.9781 2.8227 -0.0307  0.00
H 4.7463 4.3449 -0.5083  0.00

Its charge is 0. As for the spin multiplicity: 3. The HOMO energy (spin up / spin down) is -8.02 / -9.27 eV. The gap between HOMO and LUMO (spin up / spin down) is 8.4270 / 9.6690 eV. The LUMO energy (spin up / spin down) comes out at 0.41 / 0.40 eV.

=====

[4]
Here is a 6-piece molecular cluster, C28H57N2O13P overall in a non-equilibrium geometry from OMol25. Energies are from ωB97M-V with the def2-TZVPD basis set.

Each line ends with the Löwdin charge.
Positions of all 101 atoms, in Å:
N 3.6908 -1.1948 5.6749  -0.17
P 4.2900 -2.2746 4.3600  0.93
O 5.3869 -1.2678 3.4843  -0.32
N 2.9206 -2.8120 3.3462  -0.14
C 1.9878 -3.6263 4.1786  -0.38
O 2.3776 -4.5905 4.8620  0.06
C 0.5322 -3.0996 3.9045  -0.02
C -0.8486 -3.3755 4.5252  0.01
C -2.0540 -2.6506 3.9106  -0.04
C -1.8466 -1.7103 2.6847  -0.03
C -0.4643 -1.3814 2.0514  0.02
C 0.7303 -2.0603 2.7245  -0.03
C 2.2579 -1.8655 2.5018  -0.40
O 2.7334 -0.8016 2.0274  0.01
H 3.9413 -0.2265 5.3864  0.03
H 2.6580 -1.2620 5.7173  0.02
H 5.2199 -1.4212 2.5251  0.04
H -0.8822 -4.0685 5.4350  0.11
H -3.0911 -2.7745 4.3791  0.10
H -2.7576 -1.1869 2.2497  0.09
H -0.3330 -0.6386 1.1977  0.11
C 0.6713 4.7460 1.9137  -0.10
O 0.4501 3.3457 1.8169  -0.20
C 1.6172 2.5867 2.1317  -0.19
C 1.5369 2.0006 3.5363  -0.20
O 1.5904 3.0225 4.5307  -0.19
C 0.3103 3.3119 5.0753  -0.11
H -0.2963 5.2484 1.8606  0.09
H 1.1527 5.0187 2.8569  0.09
H 1.2851 5.0821 1.0725  0.08
H 2.5218 3.1932 2.0104  0.13
H 1.6640 1.7641 1.4116  0.11
H 2.4081 1.3564 3.6955  0.11
H 0.6379 1.3863 3.6539  0.12
H -0.0071 2.4954 5.7315  0.09
H -0.4379 3.4695 4.2934  0.08
H 0.3935 4.2230 5.6710  0.09
C -3.8204 -6.3246 3.9122  -0.11
O -4.5322 -5.3122 3.2122  -0.21
C -5.3794 -5.8499 2.1978  -0.20
C -6.8359 -5.8731 2.6477  -0.20
O -7.0361 -6.8061 3.7074  -0.19
C -7.1332 -6.1702 4.9746  -0.11
H -3.3573 -5.8709 4.7909  0.08
H -4.4802 -7.1305 4.2448  0.09
H -3.0306 -6.7312 3.2727  0.09
H -5.0448 -6.8495 1.8987  0.13
H -5.2910 -5.1911 1.3283  0.12
H -7.4560 -6.2071 1.8090  0.12
H -7.1726 -4.8725 2.9375  0.12
H -8.0952 -5.6555 5.0588  0.09
H -6.3184 -5.4589 5.1361  0.08
H -7.0843 -6.9417 5.7455  0.09
C 3.5249 -0.8247 -3.6682  -0.11
O 3.2931 -2.2235 -3.7716  -0.20
C 4.4589 -2.9891 -3.4716  -0.20
C 4.3858 -3.5781 -2.0675  -0.20
O 4.4515 -2.5552 -1.0761  -0.19
C 3.1758 -2.2581 -0.5245  -0.11
H 2.5604 -0.3145 -3.7083  0.08
H 4.0175 -0.5623 -2.7279  0.09
H 4.1334 -0.4865 -4.5132  0.09
H 5.3656 -2.3867 -3.5980  0.13
H 4.4961 -3.8092 -4.1956  0.12
H 5.2543 -4.2275 -1.9136  0.12
H 3.4845 -4.1871 -1.9441  0.13
H 2.8595 -3.0736 0.1352  0.09
H 2.4250 -2.1010 -1.3044  0.09
H 3.2630 -1.3486 0.0669  0.06
C 0.2422 3.3552 -8.2408  -0.11
O 0.0127 1.9569 -8.3453  -0.19
C 1.1788 1.1917 -8.0463  -0.20
C 1.1072 0.5994 -6.6435  -0.20
O 1.1739 1.6186 -5.6471  -0.20
C -0.1009 1.9137 -5.0911  -0.10
H -0.7237 3.8623 -8.2808  0.09
H 0.7336 3.6179 -7.3001  0.08
H 0.8502 3.6958 -9.0851  0.09
H 2.0851 1.7949 -8.1721  0.13
H 1.2158 0.3730 -8.7717  0.12
H 1.9766 -0.0498 -6.4924  0.12
H 0.2067 -0.0107 -6.5208  0.13
H -0.4173 1.0972 -4.4342  0.09
H -0.8545 2.0770 -5.8662  0.09
H -0.0083 2.8231 -4.4939  0.08
C -2.2138 5.1379 -0.7440  -0.11
O -1.1026 6.0232 -0.7458  -0.20
C -0.0426 5.5587 -1.5816  -0.20
C -0.0157 6.3099 -2.9079  -0.20
O -1.1595 6.0004 -3.7020  -0.20
C -2.1375 7.0310 -3.6633  -0.11
H -3.0509 5.6439 -0.2588  0.09
H -2.5155 4.8612 -1.7579  0.08
H -1.9702 4.2377 -0.1702  0.08
H -0.1175 4.4773 -1.7435  0.13
H 0.8923 5.7549 -1.0478  0.11
H 0.8627 5.9855 -3.4763  0.12
H 0.0686 7.3892 -2.7454  0.13
H -1.7929 7.8916 -4.2449  0.09
H -2.3594 7.3425 -2.6389  0.08
H -3.0520 6.6477 -4.1201  0.09

Its charge is 0. The structure (SMILES) is NP(O)N1C(=O)c2ccccc2C1=O.COCCOC.COCCOC.COCCOC.COCCOC.COCCOC. The HOMO energy is -8.55 eV. The gap between HOMO and LUMO is 7.1472 eV. The LUMO energy comes out at -1.41 eV.